C3H6N3 | ωB97M-V/def2-TZVPD

Computed properties:
HOMO level   -16.50 eV
Gap between HOMO and LUMO   9.4 eV
LUMO level   -7.08 eV
SMILES   [H]/N=[N+](\C)CC#N
Charge   +1

Cartesian coordinates (Å):
C: 0.253 0.945 -1.807
C: -0.345 1.026 -0.474
C: 0.428 -0.559 1.348
N: 0.716 0.957 -2.845
N: -0.705 -1.165 -0.650
N: -0.204 -0.331 0.106
H: 0.144 1.897 -0.025
H: -1.433 1.242 -0.679
H: 0.885 0.364 1.642
H: -0.166 -0.808 2.311
H: 1.164 -1.551 1.249
H: -0.738 -2.019 -0.176

Charges in e, computed with Löwdin, in the same order as the atoms:
1. C -0.214
2. C -0.064
3. C 0.017
4. N 0.220
5. N 0.340
6. N -0.187
7. H 0.151
8. H 0.174
9. H 0.092
10. H 0.159
11. H 0.199
12. H 0.114



C20H27F2N3O3 | ωB97M-V/def2-TZVPD

Computed properties:
HOMO level   -8.25 eV
Gap between HOMO and LUMO   8.8 eV
LUMO level   0.52 eV
SMILES   Cc1ccc(F)c(CNC(=O)[C@@H]2CCC(=O)N(CCN3CCOCC3)C2)c1F

Cartesian coordinates (Å):
C: 3.753 2.528 -2.356
C: 3.105 1.204 -2.613
C: 3.860 0.067 -2.868
C: 3.260 -1.159 -3.085
C: 1.883 -1.244 -3.042
C: 1.069 -0.146 -2.790
C: 1.721 1.064 -2.582
F: 0.968 2.158 -2.351
C: -0.433 -0.279 -2.724
N: -0.830 -1.243 -1.721
C: -1.417 -0.879 -0.557
O: -1.744 0.263 -0.323
C: -1.628 -2.044 0.407
C: -1.374 -1.603 1.847
N: -2.445 -0.819 2.418
C: -3.719 -0.765 1.974
O: -4.577 -0.124 2.555
C: -4.049 -1.512 0.694
C: -3.053 -2.593 0.309
H: -3.145 -3.444 0.989
H: -3.259 -2.948 -0.704
H: -4.092 -0.746 -0.085
H: -5.055 -1.922 0.800
C: -2.065 0.024 3.533
H: -2.984 0.287 4.061
H: -1.408 -0.541 4.200
C: -1.384 1.310 3.048
N: -0.038 1.059 2.556
C: 0.339 1.922 1.450
C: 1.694 1.473 0.912
O: 2.692 1.492 1.909
C: 2.315 0.690 3.003
C: 0.975 1.132 3.592
H: 0.703 0.466 4.415
H: 1.074 2.159 3.989
H: 3.114 0.785 3.741
H: 2.238 -0.361 2.682
H: 2.034 2.150 0.129
H: 1.602 0.454 0.501
H: -0.409 1.827 0.662
H: 0.408 2.978 1.763
H: -1.983 1.703 2.226
H: -1.384 2.053 3.861
H: -1.222 -2.499 2.469
H: -0.469 -0.987 1.893
H: -0.912 -2.837 0.162
H: -0.564 -2.202 -1.879
H: -0.817 -0.592 -3.702
H: -0.883 0.676 -2.445
F: 1.298 -2.448 -3.252
H: 3.842 -2.044 -3.287
H: 4.936 0.147 -2.897
H: 4.056 2.592 -1.311
H: 4.641 2.644 -2.973
H: 3.065 3.344 -2.562

Charges in e, computed with Löwdin, in the same order as the atoms:
1. C -0.029
2. C -0.209
3. C -0.027
4. C -0.003
5. C -0.224
6. C -0.060
7. C -0.192
8. F 0.079
9. C -0.088
10. N 0.088
11. C -0.442
12. O 0.078
13. C -0.207
14. C -0.107
15. N -0.036
16. C -0.454
17. O 0.047
18. C -0.081
19. C -0.136
20. H 0.123
21. H 0.118
22. H 0.125
23. H 0.125
24. C -0.118
25. H 0.121
26. H 0.122
27. C -0.152
28. N -0.190
29. C -0.158
30. C -0.189
31. O -0.128
32. C -0.196
33. C -0.165
34. H 0.121
35. H 0.130
36. H 0.124
37. H 0.124
38. H 0.110
39. H 0.127
40. H 0.104
41. H 0.134
42. H 0.129
43. H 0.125
44. H 0.134
45. H 0.112
46. H 0.143
47. H 0.132
48. H 0.138
49. H 0.124
50. F 0.064
51. H 0.119
52. H 0.119
53. H 0.086
54. H 0.083
55. H 0.081



C3H6N2O2 | ωB97M-V/def2-TZVPD

Computed properties:
HOMO level (alpha / beta)   -9.06 / -8.76 eV
Gap between HOMO and LUMO (alpha / beta)   9.2 / 7.8 eV
LUMO level (alpha / beta)   0.14 / -0.95 eV

Cartesian coordinates (Å):
C: -1.087 1.680 0.023
C: 0.602 -0.469 -0.031
C: -0.884 -0.572 -0.359
N: 1.258 0.664 -0.573
N: -1.665 0.601 -0.078
O: -2.960 0.413 -0.104
O: 2.245 1.282 0.013
H: -1.545 2.628 0.197
H: 0.939 -0.436 1.059
H: 1.079 -1.317 -0.607
H: -1.144 -0.664 -1.470
H: -1.351 -1.403 0.175
H: 2.319 1.068 0.946

Charges in e, computed with Löwdin, in the same order as the atoms:
1. C 0.181
2. C -0.228
3. C -0.125
4. N -0.084
5. N -0.398
6. O -0.108
7. O 0.006
8. H 0.084
9. H 0.136
10. H 0.141
11. H 0.168
12. H 0.133
13. H 0.095



C7H22BGdN2OP | ωB97M-V/def2-TZVPD

Computed properties:
Spin multiplicity   9
HOMO level (alpha / beta)   -14.49 / -16.87 eV
Gap between HOMO and LUMO (alpha / beta)   6.7 / 9.2 eV
LUMO level (alpha / beta)   -7.81 / -7.65 eV
<S²>   20.035
Charge   +2

Cartesian coordinates (Å):
Gd: 0.662 0.972 0.326
H: 1.688 4.292 -2.220
H: 0.819 -1.122 1.124
P: 1.546 -1.082 -1.518
C: 0.908 -0.509 -3.181
H: 1.225 -1.204 -3.972
H: -0.190 -0.463 -3.183
H: 1.319 0.486 -3.401
C: 3.306 -1.363 -1.977
H: 3.752 -2.169 -1.402
H: 3.390 -1.637 -3.026
H: 3.875 -0.450 -1.815
C: 0.990 -2.845 -1.685
H: -0.093 -2.959 -1.512
H: 1.203 -3.247 -2.695
H: 1.537 -3.472 -0.963
C: -0.215 -1.305 0.577
O: -0.943 -2.225 0.960
H: 2.654 -0.850 2.570
H: 3.123 -1.334 1.215
H: 3.291 0.941 -0.020
H: 2.487 1.627 1.856
B: 2.909 0.724 1.071
N: 2.653 -0.559 1.595
H: 1.686 4.831 -2.684
H: -0.874 -0.492 -0.145
C: -4.088 2.039 3.087
C: -2.678 1.779 3.701
C: -1.617 1.510 2.719
N: -0.770 1.424 1.936
H: -4.105 2.926 2.448
H: -4.822 2.199 3.950
H: -4.442 1.156 2.552
H: -2.343 2.670 4.268
H: -2.702 0.932 4.419

Charges in e, computed with Löwdin, in the same order as the atoms:
1. Gd 1.388
2. H -0.004
3. H 0.054
4. P 0.761
5. C -0.244
6. H 0.065
7. H 0.055
8. H 0.051
9. C -0.235
10. H 0.059
11. H 0.066
12. H 0.039
13. C -0.241
14. H 0.054
15. H 0.077
16. H 0.065
17. C -0.413
18. O 0.066
19. H 0.132
20. H 0.082
21. H 0.038
22. H 0.067
23. B -0.440
24. N 0.038
25. H 0.032
26. H 0.091
27. C -0.061
28. C -0.168
29. C -0.057
30. N 0.001
31. H 0.085
32. H 0.122
33. H 0.082
34. H 0.147
35. H 0.146



C6H10 | ωB97M-V/def2-TZVPD

Computed properties:
HOMO level   -8.98 eV
Gap between HOMO and LUMO   10.2 eV
LUMO level   1.21 eV
SMILES   C=C/C=C\CC

Cartesian coordinates (Å):
C: 0.547 -1.737 0.938
C: -1.055 -0.802 -0.478
C: -1.332 0.416 -0.021
C: -0.225 1.355 0.410
C: 0.908 1.274 -0.631
C: 0.255 -1.454 -0.322
H: 0.023 -1.235 1.741
H: 1.238 -2.503 1.220
H: -1.821 -1.490 -0.824
H: 0.464 0.742 -1.474
H: -2.360 0.760 0.011
H: 0.120 1.122 1.428
H: -0.606 2.378 0.456
H: 1.811 0.759 -0.287
H: 1.195 2.252 -1.009
H: 0.838 -1.836 -1.158

Charges in e, computed with Löwdin, in the same order as the atoms:
1. C 0.008
2. C -0.157
3. C -0.129
4. C -0.237
5. C -0.115
6. C -0.202
7. H 0.070
8. H 0.051
9. H 0.105
10. H 0.065
11. H 0.097
12. H 0.102
13. H 0.096
14. H 0.072
15. H 0.065
16. H 0.110



C3H8O2 | ωB97M-V/def2-TZVPD

Computed properties:
HOMO level   -10.12 eV
Gap between HOMO and LUMO   11.0 eV
LUMO level   0.84 eV
SMILES   C[C@@H](O)CO

Cartesian coordinates (Å):
C: -1.593 0.274 0.287
C: -0.302 -0.412 -0.121
O: -0.217 -0.373 -1.533
C: 0.945 0.234 0.473
O: 2.078 -0.429 -0.081
H: -1.521 1.362 0.180
H: -1.867 0.035 1.320
H: -2.391 -0.076 -0.375
H: -0.326 -1.459 0.222
H: 0.614 -0.819 -1.749
H: 0.952 1.304 0.226
H: 0.960 0.134 1.568
H: 2.671 0.232 -0.451

Charges in e, computed with Löwdin, in the same order as the atoms:
1. C -0.048
2. C -0.455
3. O -0.037
4. C -0.219
5. O -0.066
6. H 0.082
7. H 0.083
8. H 0.083
9. H 0.145
10. H 0.087
11. H 0.128
12. H 0.125
13. H 0.091



In kcal/mol, the energy above the lowest of the compared OMol25 structures with the same formula, charge and spin values for the records above are, in order, 86.8 0.0 223.7 0.0 38.0 15.1.
In hartree, the E_tot values for the records above are, in order, -281.77953 -1368.06847 -377.60282 -1595.81694 -234.54197 -269.57079.